No. 1
The following is a quantum chemistry calculation of 6 unconnected molecules or ions with the total composition C38H43Cl3O20P2 in a non-equilibrium geometry, from OMol25.

Structure (ORCA input):
```
! RIJCOSX wB97M-V def2-TZVPD def2/J DEFGRID3
* xyz 0 1
C -3.946 -1.055 -5.365
C -3.089 -1.464 -4.060
C -3.959 -1.652 -2.716
Cl -5.722 -1.121 -3.059
C -3.485 -0.686 -1.508
C -3.654 0.854 -1.807
C -3.279 1.869 -0.703
C -2.752 1.322 0.643
C -2.531 -0.209 0.949
C -2.910 -1.225 -0.155
C -2.735 -2.787 0.139
O -1.318 -3.058 0.339
C -0.539 -2.459 -0.701
C 0.425 -1.180 -0.454
O -0.647 -2.927 -1.866
C -1.921 -0.616 2.390
O -2.263 -1.635 3.029
C -0.786 0.426 2.893
C 0.471 -0.115 3.621
Cl 0.762 -1.889 3.993
C 1.515 0.965 4.055
C 1.333 2.495 3.732
P 2.798 3.531 4.403
O 3.916 3.847 3.103
Cl 2.081 5.409 5.148
C 0.077 3.056 2.973
P -0.095 4.873 2.571
C 1.569 5.288 1.685
C -1.381 5.304 1.275
C -1.156 6.754 0.555
C -0.998 1.961 2.596
C -2.377 2.283 1.891
O -3.252 3.103 2.245
H -3.245 -1.031 -6.286
H -4.712 -1.884 -5.562
H -4.428 -0.023 -5.298
H -2.621 -2.491 -4.292
H -2.212 -0.734 -3.926
H -4.028 -2.747 -2.416
H -4.059 1.237 -2.809
H -3.376 3.012 -0.793
H -3.096 -3.445 -0.719
H -3.291 -3.062 1.102
H 1.532 -1.433 -0.597
H 0.049 -0.383 -1.193
H 0.169 -0.802 0.593
H 2.443 0.562 4.608
H 4.648 3.214 3.312
H 2.234 5.971 2.325
H 1.415 5.811 0.685
H 2.094 4.286 1.436
H -2.390 5.421 1.828
H -1.441 4.480 0.489
H -2.186 7.252 0.422
H -0.401 7.413 1.095
H -0.808 6.505 -0.520
O -5.405 3.013 -6.102
C -6.232 2.243 -6.500
O -5.961 0.984 -6.940
C -7.207 0.322 -7.105
C -8.169 1.455 -7.298
O -7.564 2.515 -6.572
H -7.179 -0.352 -7.962
H -7.420 -0.260 -6.203
H -8.262 1.751 -8.347
H -9.161 1.231 -6.904
O 3.535 -1.016 0.875
C 4.234 -1.486 0.021
O 5.334 -2.250 0.263
C 5.747 -2.795 -0.984
C 5.181 -1.828 -1.978
O 4.030 -1.322 -1.314
H 6.835 -2.860 -1.038
H 5.325 -3.799 -1.088
H 5.860 -0.999 -2.190
H 4.907 -2.310 -2.918
O 7.702 0.676 -4.440
C 6.602 0.701 -4.911
O 5.529 0.040 -4.392
C 4.379 0.498 -5.090
C 4.945 0.990 -6.388
O 6.261 1.392 -6.032
H 3.660 -0.311 -5.228
H 3.908 1.297 -4.509
H 5.008 0.200 -7.143
H 4.380 1.828 -6.798
O 6.732 -5.324 4.400
C 5.665 -4.813 4.214
O 4.786 -5.197 3.247
C 3.566 -4.512 3.496
C 4.005 -3.313 4.279
O 5.174 -3.772 4.943
H 3.074 -4.242 2.560
H 2.903 -5.168 4.069
H 4.272 -2.469 3.636
H 3.253 -2.987 4.998
O -0.298 -1.988 10.627
C -0.463 -2.178 9.456
O -1.640 -1.977 8.802
C -1.371 -2.091 7.411
C -0.134 -2.936 7.376
O 0.503 -2.625 8.607
H -2.209 -2.557 6.891
H -1.208 -1.091 6.999
H -0.358 -4.006 7.354
H 0.512 -2.692 6.531
*
```

E_HOMO = -0.3071 Eh
F_max = 4.793 eV Å⁻¹
Orbital gap = 6.6 eV
LUMO energy = -0.065 hartree

No. 2
The following is a quantum chemistry calculation of a molecular structure, C38H43CuN6OS, from OMol25.

Structure (ORCA input):
```
! RIJCOSX wB97M-V def2-TZVPD def2/J DEFGRID3
* xyz 1 2
Cu 0.067 0.178 0.183
N 2.309 2.090 1.820
C 3.419 2.712 1.079
C 4.594 1.731 1.103
C 4.285 0.476 0.291
N 3.117 -0.215 0.941
C 3.972 0.833 -1.159
C 2.862 1.870 -1.334
N 1.527 1.225 -1.267
C 3.019 3.044 -0.360
H 2.418 2.205 2.822
H 2.503 0.580 1.355
H 1.398 2.461 1.567
H 3.727 3.646 1.554
H 4.844 1.473 2.136
H 5.480 2.199 0.670
H 5.133 -0.206 0.314
H 3.399 -0.828 1.702
H 2.549 -0.752 0.283
H 3.731 -0.067 -1.734
H 4.892 1.243 -1.580
H 2.982 2.294 -2.335
H 1.495 0.544 -2.024
H 0.832 1.927 -1.503
H 2.106 3.647 -0.357
H 3.808 3.685 -0.763
N -3.847 3.350 9.026
C -3.378 2.999 8.037
C -2.790 2.558 6.792
C -1.411 2.624 6.616
C -0.851 2.197 5.423
C -1.658 1.714 4.400
C -3.035 1.655 4.580
C -3.603 2.069 5.774
C -1.049 1.263 3.110
C -1.182 2.159 2.035
C -1.681 3.490 2.122
C -1.689 3.997 0.843
C -1.218 2.952 0.013
N -0.902 1.858 0.702
C -0.454 0.000 3.126
C -0.578 -0.956 4.179
C 0.073 -2.089 3.763
C 0.595 -1.781 2.479
N 0.309 -0.546 2.092
H -0.787 3.006 7.413
H 0.223 2.235 5.286
H -3.663 1.283 3.780
H -4.674 2.019 5.921
H -1.979 3.993 3.030
H -2.011 4.974 0.520
H -1.156 2.965 -1.069
H -1.114 -0.808 5.104
H 0.169 -3.027 4.287
H 1.173 -2.441 1.840
S 1.711 -1.614 -3.412
C 2.426 -1.887 -4.931
C 3.833 -1.869 -5.091
C 4.396 -2.108 -6.325
C 3.576 -2.364 -7.425
C 2.188 -2.383 -7.291
C 1.613 -2.150 -6.060
H 4.455 -1.671 -4.228
H 5.472 -2.096 -6.443
H 4.023 -2.554 -8.393
H 1.563 -2.581 -8.152
H 0.538 -2.159 -5.940
C -6.314 -2.221 -2.547
C -4.860 -2.320 -2.175
C -4.387 -1.800 -0.978
C -3.044 -1.854 -0.629
C -2.626 -1.321 0.719
C -2.150 -2.470 -1.523
C -0.718 -2.546 -1.266
O -0.057 -1.770 -0.589
C -2.617 -3.054 -2.722
C -1.703 -3.784 -3.681
C -3.960 -2.953 -3.030
H -6.903 -1.783 -1.743
H -6.726 -3.203 -2.781
H -6.436 -1.599 -3.436
H -5.087 -1.348 -0.283
H -3.474 -1.361 1.403
H -2.306 -0.278 0.657
H -1.803 -1.886 1.155
H -0.186 -3.385 -1.737
H -0.852 -3.176 -3.993
H -2.255 -4.072 -4.574
H -1.310 -4.698 -3.231
H -4.323 -3.388 -3.955
*
```

Relative energy (zero: lowest compared OMol25 entry of this formula, charge and spin) = 0.0 kcal/mol
E_HOMO (spin up / spin down) = -0.3556 / -0.3556 Eh
F_max = 0.468 eV Å⁻¹
Orbital gap (spin up / spin down) = 7.0 / 4.9 eV
LUMO energy (spin up / spin down) = -0.100 / -0.177 hartree
⟨S²⟩ = 0.78

No. 3
The following is a quantum chemistry calculation of a molecular structure, C38H43N5OPdTe in a non-equilibrium geometry, from OMol25.

Structure (ORCA input):
```
! RIJCOSX wB97M-V def2-TZVPD def2/J DEFGRID3
* xyz 3 2
Pd -1.684 -0.223 -1.104
C -3.842 1.369 -2.103
N -3.361 0.013 -2.455
C -2.863 -0.098 -3.847
C -1.373 -0.368 -3.951
C -0.761 -0.477 -5.187
C 0.595 -0.755 -5.251
C 1.315 -0.925 -4.075
C 0.655 -0.798 -2.873
N -0.659 -0.524 -2.827
C -4.245 -1.100 -2.041
C -3.457 -2.325 -1.631
C -3.987 -3.596 -1.712
C -3.240 -4.674 -1.258
C -1.968 -4.462 -0.749
C -1.481 -3.173 -0.697
N -2.218 -2.138 -1.122
C -2.664 2.301 -1.978
C -2.722 3.630 -2.345
C -1.583 4.416 -2.233
C -0.405 3.844 -1.781
C -0.413 2.512 -1.419
N -1.519 1.768 -1.493
H -4.356 1.306 -1.144
H -4.545 1.737 -2.853
H -3.094 0.820 -4.391
H -3.394 -0.903 -4.356
H -1.344 -0.347 -6.090
H 1.086 -0.840 -6.212
H 2.373 -1.147 -4.087
H 1.165 -0.906 -1.923
H -4.949 -1.351 -2.836
H -4.819 -0.768 -1.175
H -4.976 -3.742 -2.127
H -3.648 -5.676 -1.312
H -1.358 -5.283 -0.401
H -0.497 -2.934 -0.315
H -3.645 4.040 -2.732
H -1.612 5.459 -2.522
H 0.511 4.413 -1.707
H 0.479 2.008 -1.076
C -2.639 -0.144 2.860
C -2.049 -0.220 1.484
O -2.888 -0.030 0.511
N -0.802 -0.458 1.106
Te 0.539 -0.547 2.644
C 1.209 1.360 3.157
C 0.728 2.619 2.776
C -0.282 2.873 1.692
C 1.252 3.738 3.411
C 2.240 3.657 4.381
C 2.784 4.887 5.055
C 2.703 2.396 4.733
C 2.205 1.244 4.153
C 2.765 -0.093 4.585
C 1.983 -1.353 1.333
C 1.963 -2.753 1.234
C 1.129 -3.692 2.078
C 2.794 -3.349 0.287
C 3.631 -2.612 -0.535
C 4.539 -3.280 -1.529
C 3.636 -1.223 -0.392
C 2.846 -0.567 0.536
C 2.998 0.928 0.670
H -3.712 -0.306 2.790
H -2.482 0.850 3.285
H -2.212 -0.879 3.543
H -0.872 2.012 1.432
H 0.221 3.209 0.784
H -0.963 3.672 1.988
H 0.872 4.715 3.133
H 2.401 5.798 4.601
H 3.873 4.908 5.003
H 2.510 4.894 6.111
H 3.469 2.310 5.496
H 3.407 0.033 5.454
H 3.371 -0.560 3.803
H 1.991 -0.806 4.891
H 0.560 -3.221 2.875
H 1.776 -4.431 2.549
H 0.423 -4.249 1.457
H 2.801 -4.432 0.215
H 4.532 -4.362 -1.415
H 5.565 -2.931 -1.408
H 4.239 -3.045 -2.552
H 4.324 -0.635 -0.992
H 3.676 1.305 -0.094
H 3.404 1.214 1.638
H 2.046 1.451 0.573
*
```

Relative energy (zero: lowest compared OMol25 entry of this formula, charge and spin) = 0.0 kcal/mol
E_HOMO (spin up / spin down) = -0.5837 / -0.5842 Eh
F_max = 1.274 eV Å⁻¹
Orbital gap (spin up / spin down) = 7.2 / 6.4 eV
LUMO energy (spin up / spin down) = -0.321 / -0.349 hartree
⟨S²⟩ = 0.75

No. 4
The following is a quantum chemistry calculation of a molecular structure, C38H44ClN9O4S2Sr in a non-equilibrium geometry, from OMol25.

Structure (ORCA input):
```
! RIJCOSX wB97M-V def2-TZVPD def2/J DEFGRID3
* xyz 0 1
Sr 0.429 -0.824 0.146
Cl -5.887 0.839 3.759
C -4.222 0.430 3.487
C -3.249 1.414 3.552
C -1.930 1.071 3.340
C -1.543 -0.237 3.020
C -0.152 -0.589 2.750
C -2.551 -1.211 3.005
C -3.875 -0.887 3.219
H -3.510 2.438 3.771
H -1.168 1.829 3.438
H 0.083 -1.572 3.157
H 0.524 0.139 3.193
H -2.272 -2.242 2.825
H -4.650 -1.640 3.177
C 0.007 0.438 -4.952
C 0.460 -0.936 -4.502
S 1.235 -0.960 -2.829
O 0.203 -0.311 -1.988
C 2.565 0.310 -3.063
C 2.155 1.674 -2.554
H -0.702 0.347 -5.774
H 0.843 1.043 -5.299
H -0.487 0.954 -4.129
H 1.178 -1.383 -5.186
H -0.392 -1.608 -4.391
H 2.839 0.318 -4.114
H 3.409 -0.076 -2.492
H 1.460 2.161 -3.232
H 3.031 2.308 -2.443
H 1.673 1.586 -1.581
C -3.926 -3.536 -3.033
C -3.480 -2.147 -2.602
N -2.226 -2.284 -1.897
C -1.999 -3.276 -0.983
N -0.973 -3.136 -0.208
C -0.628 -4.212 0.702
C -1.112 -5.568 0.198
C -2.601 -5.445 -0.085
N -2.801 -4.378 -1.041
C -4.043 -4.399 -1.786
H -3.177 -3.965 -3.701
H -4.880 -3.498 -3.554
H -4.255 -1.680 -1.977
H -3.314 -1.504 -3.472
H -1.728 -1.432 -1.682
H -1.071 -4.003 1.685
H 0.459 -4.211 0.826
H -0.921 -6.352 0.930
H -0.592 -5.813 -0.731
H -3.149 -5.246 0.847
H -2.991 -6.372 -0.515
H -4.873 -4.044 -1.158
H -4.253 -5.438 -2.062
O 9.860 2.631 0.398
S 9.572 1.895 1.623
O 8.386 2.337 2.332
O 10.707 1.574 2.458
C 9.047 0.310 0.842
N 9.931 -0.539 0.345
C 9.452 -1.568 -0.330
C 8.092 -1.849 -0.403
C 7.244 -0.890 0.155
N 7.748 0.216 0.703
C 5.782 -0.951 0.171
C 5.021 -1.919 -0.491
C 3.644 -1.844 -0.424
N 2.983 -0.885 0.220
C 3.709 0.044 0.848
C 5.086 0.048 0.864
H 10.184 -2.214 -0.799
H 7.733 -2.763 -0.851
H 5.489 -2.717 -1.048
H 3.028 -2.590 -0.915
H 3.142 0.814 1.358
H 5.661 0.805 1.376
C -2.645 3.287 -1.199
C -1.838 2.161 -1.145
N -0.978 1.931 -0.162
C -0.932 2.804 0.831
C -1.776 3.914 0.934
C -2.625 4.177 -0.141
C -1.725 4.736 2.135
C -2.762 5.260 2.805
C -4.181 5.069 2.550
C -5.126 5.900 3.168
C -6.453 5.708 2.821
N -6.835 4.734 2.005
C -5.876 3.950 1.542
N -4.583 4.079 1.743
H -3.280 3.461 -2.053
H -1.869 1.417 -1.931
H -0.197 2.600 1.598
H -3.233 5.071 -0.153
H -0.736 4.900 2.542
H -2.556 5.860 3.683
H -4.827 6.672 3.862
H -7.237 6.353 3.201
H -6.197 3.124 0.920
*
```

Relative energy (zero: lowest compared OMol25 entry of this formula, charge and spin) = 35.8 kcal/mol
E_HOMO = -0.2425 Eh
F_max = 3.273 eV Å⁻¹
Orbital gap = 5.8 eV
LUMO energy = -0.031 hartree

No. 5
The following is a quantum chemistry calculation of a molecular structure, C38H44Ge2N8Pd in a non-equilibrium geometry, from OMol25.

Structure (ORCA input):
```
! RIJCOSX wB97M-V def2-TZVPD def2/J DEFGRID3
* xyz -1 2
Pd -5.737 -5.743 17.575
C -9.786 -4.687 22.885
C -10.406 -5.779 22.088
C -11.387 -6.645 22.631
C -12.189 -7.511 21.897
C -12.018 -7.496 20.501
C -11.030 -6.725 19.933
C -10.138 -6.005 20.729
N -8.968 -5.367 20.159
C -8.302 -5.887 19.056
N -8.260 -7.245 19.056
C -7.781 -7.997 17.981
C -6.677 -7.550 17.242
C -6.559 -8.080 15.953
C -7.330 -9.118 15.528
C -8.275 -9.728 16.356
C -8.499 -9.215 17.651
C -9.595 -9.746 18.554
N -7.635 -5.124 18.254
C -8.007 -3.834 17.945
C -7.366 -2.748 18.518
C -7.565 -1.487 18.027
C -8.683 -1.226 17.169
C -9.427 -2.299 16.619
C -9.080 -3.610 17.005
C -9.937 -4.730 16.489
H -9.831 -4.863 23.987
H -10.276 -3.712 22.663
H -8.744 -4.594 22.623
H -11.671 -6.497 23.670
H -12.799 -8.192 22.441
H -12.675 -7.983 19.847
H -10.886 -6.745 18.862
H -8.856 -4.361 20.278
H -8.755 -7.680 19.818
H -5.795 -7.673 15.306
H -7.128 -9.512 14.526
H -8.981 -10.474 16.038
H -9.634 -10.820 18.325
H -10.610 -9.300 18.400
H -9.338 -9.726 19.665
H -6.583 -2.835 19.286
H -6.820 -0.704 18.266
H -8.967 -0.170 17.050
H -10.167 -2.038 15.851
H -11.009 -4.473 16.643
H -9.598 -5.665 16.945
H -9.793 -4.799 15.410
C -2.807 -10.400 18.505
Ge -3.811 -9.445 19.866
C -5.243 -10.539 20.541
C -2.556 -9.364 21.425
Ge -4.236 -7.230 18.919
C -3.570 -5.986 20.342
C -2.209 -6.119 20.678
C -1.760 -5.586 21.914
C -2.666 -4.950 22.810
C -3.971 -4.849 22.458
C -4.348 -5.220 21.181
C -2.918 -6.916 17.411
C -1.984 -5.839 17.377
C -1.051 -5.702 16.353
C -1.125 -6.512 15.207
C -2.110 -7.461 15.143
C -2.915 -7.695 16.289
H -2.418 -11.278 18.984
H -1.996 -9.759 18.126
H -3.411 -10.595 17.618
H -5.985 -10.692 19.719
H -5.716 -10.016 21.375
H -4.942 -11.562 20.821
H -2.983 -10.206 22.024
H -2.707 -8.481 22.003
H -1.537 -9.699 21.117
H -1.483 -6.733 20.170
H -0.709 -5.619 22.117
H -2.389 -4.803 23.867
H -4.698 -4.396 23.118
H -5.381 -4.914 20.891
H -1.901 -5.160 18.279
H -0.295 -4.939 16.443
H -0.291 -6.455 14.470
H -2.359 -8.061 14.243
H -3.612 -8.484 16.232
N -3.324 -1.204 15.872
N -4.164 -2.309 15.843
N -4.504 -2.916 14.684
C -5.140 -4.015 15.161
N -5.211 -4.027 16.518
N -4.527 -3.009 16.969
H -3.265 -0.683 15.000
H -3.570 -0.516 16.582
H -5.552 -4.799 14.567
*
```

E_HOMO (spin up / spin down) = -0.0462 / -0.0808 Eh
F_max = 2.793 eV Å⁻¹
Orbital gap (spin up / spin down) = 3.7 / 4.6 eV
LUMO energy (spin up / spin down) = 0.090 / 0.089 hartree
⟨S²⟩ = 0.76

- Which of these has the highest F_max?
  C38H43Cl3O20P2

- What is the F_max in the fourth record?
  3.273 eV Å⁻¹